# 1
156
Properties=species:S:1:pos:R:3:mulliken_charge:R:1 method="wB97M-V/def2-TZVPD" total_charge=0
C -0.264 3.144 -10.267 -0.94
H 3.965 -1.805 -1.247 0.41
H 0.019 -1.382 0.138 0.31
H 0.187 -3.400 2.485 0.34
C -1.382 0.419 4.510 0.44
C 6.540 -0.307 -4.836 -0.94
C -0.649 1.742 4.858 -0.73
H 2.604 -4.042 -0.511 0.16
C -6.090 -0.965 4.116 -0.24
C -7.971 -4.524 1.959 -0.08
H -7.106 -5.209 1.766 0.47
O -0.747 2.480 5.797 -0.55
C 5.747 -1.775 -6.608 -1.14
H -6.702 -1.644 3.476 -0.59
H -1.185 0.001 -9.494 0.33
N 5.662 -1.395 -5.207 0.16
H 5.744 -3.620 -1.936 0.31
H 1.601 2.513 -6.257 0.33
H 2.542 0.851 7.153 0.33
H -0.343 0.594 -10.916 0.43
H -5.561 -1.255 6.699 0.29
P 4.483 -2.238 -4.218 0.88
H 5.458 4.594 8.984 0.31
H -9.241 -1.886 0.164 0.45
H 3.796 0.721 -3.876 0.24
H 0.554 -3.398 -1.209 0.41
C -3.062 3.839 -7.968 -1.09
C 0.119 -2.341 2.119 -1.20
C -9.226 -5.481 2.028 -1.42
H -3.648 -2.631 -0.068 0.41
S -5.622 -4.041 -0.187 -0.19
H -4.534 1.676 -7.864 0.35
H -3.039 4.268 -6.957 0.36
H -6.744 -0.602 4.944 0.52
C -0.099 2.702 2.597 -0.46
H -3.268 -4.373 0.186 0.39
C 0.759 0.514 3.447 -0.39
O 4.643 2.154 8.496 -0.90
C 6.292 -2.778 -2.377 -1.24
N -2.581 2.476 -7.989 0.12
H 6.786 -1.876 -6.935 0.42
H -5.698 -0.159 3.457 0.36
H 2.665 4.556 7.661 0.39
H -9.533 -5.806 0.998 0.33
C 5.669 4.840 7.937 -1.08
H 0.829 3.161 -10.338 0.24
C 2.931 0.101 -4.120 -0.55
S -6.548 -1.323 0.621 -0.18
H -3.715 1.852 -6.295 0.32
C -4.226 1.097 6.719 -0.52
N 2.265 -4.637 1.461 -0.67
Br -2.535 4.410 3.544 -0.16
H -0.597 4.116 -9.909 0.29
H -7.769 -4.051 2.950 0.05
O 3.486 -3.109 -3.460 -0.88
H -1.868 -3.882 2.096 0.25
O -1.073 1.879 -6.176 -0.90
N 5.077 2.400 5.267 0.22
C 0.530 -3.535 -0.097 -0.55
N -8.107 -3.576 0.838 0.06
H 0.044 -4.523 0.124 0.19
C -2.214 -2.142 3.403 0.07
H 1.817 2.030 -7.949 0.35
O -2.340 2.395 1.727 -0.44
H -0.252 4.310 -5.773 0.31
H 1.126 -1.883 2.264 0.56
H -1.374 -2.539 0.477 -0.19
H -2.491 4.478 -8.644 0.26
H -0.927 5.088 -7.215 0.32
C 4.723 -1.143 -1.679 -1.35
H 6.998 -2.393 -1.637 0.39
H 5.420 0.926 3.781 0.44
H -10.117 -4.990 2.482 0.28
H 1.642 -1.019 -6.103 0.24
H -3.257 0.559 -7.414 0.32
H 2.413 -2.594 -6.006 0.32
N 5.966 3.665 7.130 0.18
H -9.327 -2.544 3.239 0.25
H 6.510 5.537 7.918 0.39
C -0.282 -2.355 0.597 0.16
C -3.974 -3.551 0.474 -0.93
H 5.220 4.461 4.797 0.32
H 1.684 4.168 6.238 0.19
H 8.048 3.971 7.371 0.37
C -1.094 0.857 -10.166 -1.16
H 4.256 -0.189 -1.914 0.29
C 7.300 3.182 7.482 -1.25
C -1.635 2.996 2.477 0.45
H -0.656 3.039 -11.283 0.41
H 7.599 2.366 6.816 0.37
H -4.424 -2.325 2.214 -0.10
H 2.371 -0.119 -3.201 0.28
C -0.519 -0.356 3.608 0.14
N -0.716 2.055 -9.430 0.15
H 5.265 -2.741 -6.779 0.33
N 3.210 2.786 6.634 0.47
H 3.287 4.796 6.003 0.24
C -9.409 -1.907 2.331 -0.83
H 0.766 5.225 -6.894 0.38
C -3.065 -1.399 4.324 0.86
C -4.063 -3.370 2.034 0.23
N 3.318 -1.103 -4.817 0.23
H -4.094 3.888 -8.327 0.37
P -0.935 2.026 -7.688 0.98
P 4.842 2.359 6.999 0.86
H 2.443 -4.148 2.342 0.32
C -0.076 4.531 -6.831 -1.10
C -3.531 0.706 5.805 -0.92
H 6.637 3.491 4.368 0.23
C -0.886 -1.618 3.046 0.58
C 2.211 1.891 7.205 -0.55
H 6.800 0.295 -5.711 0.41
P -4.748 -2.053 4.869 0.28
H 2.282 3.647 -7.449 0.40
H 6.085 0.375 -4.119 0.30
H 4.828 5.404 7.538 0.29
H 0.421 3.683 2.715 0.38
H 0.245 2.262 1.626 0.41
H 7.335 2.806 8.513 0.35
C 4.680 1.209 4.536 -1.17
C -6.898 -2.929 0.505 0.15
C 5.544 3.485 4.436 -0.96
H 1.409 -2.032 -4.659 0.25
C 1.537 2.863 -7.295 -1.31
H -2.060 0.995 -10.666 0.35
H -4.811 -4.085 2.443 0.25
N 0.280 1.858 3.742 0.30
C -9.263 -2.665 0.967 -0.85
H 1.280 1.955 6.643 -0.21
H 2.297 0.731 -4.751 -0.04
H 5.449 -0.909 -0.897 0.46
O 1.900 0.226 3.194 -0.61
H 4.572 0.355 5.209 0.31
H 5.154 3.387 3.418 0.39
H -10.191 -3.258 0.795 0.41
C -2.661 -0.095 4.889 0.58
H 2.003 2.125 8.258 0.33
H 3.716 1.372 4.048 0.33
C 2.032 -3.644 0.370 -0.25
H -8.739 -1.017 2.425 0.23
H -8.985 -6.431 2.571 0.40
O -4.859 -1.917 6.559 -0.48
H -4.778 1.436 7.602 0.42
H 2.475 -2.656 0.658 0.10
H 6.885 -3.162 -3.213 0.37
C -3.569 1.604 -7.354 -1.09
H 1.426 -5.194 1.628 0.30
H 7.475 -0.682 -4.406 0.23
C 2.136 -1.716 -5.419 -0.90
N 0.192 3.336 -7.620 0.18
H -2.760 -4.239 3.609 0.46
H -10.450 -1.481 2.347 0.39
H 5.247 -1.035 -7.244 0.33
N 5.384 -1.727 -2.837 0.26
C -2.673 -3.504 2.775 -1.02
C 2.699 4.138 6.645 -1.03

***

# 2
146
Properties=species:S:1:pos:R:3:mulliken_charge:R:1 method="wB97M-V/def2-TZVPD" total_charge=0
C 2.692 -1.440 -3.821 -0.91
C -1.787 1.722 2.368 -0.59
H -11.037 -4.533 10.783 0.35
H 0.612 1.025 1.187 0.24
H -11.542 -8.714 11.187 0.34
H 3.543 -1.897 -4.334 0.44
H 5.586 1.029 -3.487 0.36
C 16.233 6.554 -6.145 -0.60
H 7.920 5.219 -6.341 0.37
H 16.688 4.439 -6.131 0.29
H -1.859 -2.027 -3.406 0.39
H 7.168 4.075 -8.628 0.35
H -8.219 1.883 -4.204 0.34
C -7.922 0.383 -2.655 -0.73
C -5.005 -2.063 3.629 -0.94
H -3.757 2.154 3.116 0.36
H -11.200 -4.972 12.501 0.35
H -7.226 -2.090 7.696 0.23
H 0.125 -0.017 -5.253 0.56
H -5.784 1.729 -3.873 0.31
C -6.324 -4.097 4.327 -0.63
H -1.148 2.526 0.453 0.33
C -11.830 -6.547 11.122 -0.62
H 16.885 5.204 -4.553 0.35
H -7.874 -5.564 4.482 0.40
H -3.069 -0.616 2.619 0.37
H -5.407 -4.455 4.805 0.22
H -12.825 -6.466 11.557 0.32
H -8.441 2.481 -2.566 0.30
H 15.491 6.144 -8.159 0.37
O -8.531 -5.359 10.439 -0.63
C 1.582 2.966 0.878 -1.21
H 4.832 0.966 -1.063 0.31
H -5.187 0.092 3.658 0.09
C 8.415 4.415 -6.880 -0.70
H -1.135 -3.492 -1.918 0.32
C 15.120 6.502 -7.200 -0.72
H -0.954 -0.046 -3.147 0.47
H -7.168 -2.154 3.869 0.37
C -9.650 -7.645 11.162 -0.67
H -11.154 -7.877 12.691 0.30
O -0.639 -2.574 -4.946 -0.60
H -8.096 -4.796 8.449 -0.23
H 4.983 -0.081 -4.725 0.41
O 12.698 5.983 -6.231 -0.63
H 3.818 -0.988 1.000 0.50
C -10.962 -5.342 11.505 -0.64
S 10.194 4.598 -6.725 1.22
C 4.772 0.846 -4.191 -0.75
O 13.885 4.184 -7.505 -0.72
H -5.050 1.195 1.254 0.29
H -11.949 -6.586 10.038 0.30
O -5.636 -0.767 -1.999 -0.67
H 2.308 1.695 -0.717 -0.01
C -0.787 -2.150 -3.592 0.36
C -3.998 0.912 1.348 -0.15
H -6.069 -0.723 2.293 0.28
C -6.276 -2.567 4.346 -0.11
H -9.544 -7.777 10.086 0.34
H -8.353 -3.935 5.004 0.44
H 8.246 5.466 -8.756 0.29
H -0.064 -4.151 -3.178 0.30
H 3.944 -1.885 -1.600 0.54
H 1.041 3.499 0.091 0.45
H 4.410 1.444 1.291 0.43
C -0.142 -0.767 -3.282 -0.46
C 3.394 1.109 1.063 -1.06
H 14.628 7.462 -7.329 0.36
C -0.341 -3.255 -2.624 -1.35
H 2.246 -2.233 -3.207 0.25
O -7.101 0.096 -0.148 -0.67
C 0.753 -0.181 -4.376 -0.64
O 3.550 0.864 -3.521 -0.28
H -6.298 2.485 -0.948 0.40
C -0.861 2.589 1.509 -0.72
H 5.566 -0.493 -0.328 0.37
H 0.354 -0.836 -2.311 -0.02
H 2.026 3.689 1.563 0.35
H -7.758 -6.105 6.630 0.32
C -3.285 2.012 2.140 -1.13
H -6.235 -2.217 5.381 -0.02
H -4.193 -1.983 4.358 0.30
S -9.264 -5.937 11.537 1.04
H 0.516 -2.948 -2.020 0.28
C -6.363 2.250 -3.108 -0.74
O 10.522 5.991 -6.667 -0.62
C -7.289 -5.125 6.504 -0.90
H 8.140 3.451 -6.452 0.31
C 2.698 2.178 0.184 -0.18
C -7.559 -4.683 5.045 -0.87
H -8.956 -8.295 11.690 0.39
H -3.345 2.969 1.614 0.51
H -8.860 0.191 -2.140 0.34
O -8.772 -5.861 12.888 -0.68
C 0.570 2.044 1.579 -0.36
H -6.306 -4.416 3.281 0.47
H 3.468 2.869 -0.170 0.47
O 10.679 3.672 -5.731 -0.69
H 0.840 1.978 2.639 0.29
C 4.667 -0.075 -0.785 -0.60
H -3.953 -1.229 1.223 0.35
C 3.223 -0.359 -2.869 1.91
H -4.710 -2.821 2.897 0.40
S -6.569 0.201 -1.482 1.25
H 2.607 -0.499 -0.171 0.05
H -6.219 -5.217 6.690 0.41
H -5.910 -3.261 7.602 0.29
H 5.226 -1.230 -2.576 0.46
H 2.893 0.940 2.015 0.44
H 17.191 6.803 -6.599 0.32
H -1.537 0.684 2.139 0.30
C 4.336 -0.946 -2.009 -1.32
I 4.849 2.510 -5.522 0.00
C -5.882 1.838 -1.720 -0.55
H 9.300 3.684 -10.092 0.34
H 11.078 4.788 -8.912 0.32
C -7.834 1.819 -3.188 -0.64
H -0.873 3.628 1.846 0.28
C 3.559 -0.207 0.280 -0.35
C 9.262 3.573 -9.009 -0.73
H -8.828 -3.747 7.185 0.42
H 16.007 7.329 -5.410 0.30
H 1.090 0.812 -4.057 0.32
H 14.441 5.445 -4.306 0.37
H -6.820 -3.065 9.095 0.36
C 10.595 3.980 -8.367 -0.56
H -1.502 1.887 3.411 0.28
H -3.539 0.863 0.355 0.16
S 13.910 5.309 -6.599 1.25
H 14.657 3.785 -4.926 0.41
C -3.965 -0.471 2.011 -0.72
C 8.164 4.443 -8.384 -0.58
H 11.281 3.143 -8.269 0.37
H -7.775 -0.350 -3.445 0.36
H -1.410 -2.253 -5.421 0.34
C -5.179 -0.719 2.924 -0.37
H 9.056 2.522 -8.794 0.30
C 14.820 4.841 -5.129 -0.80
H -6.246 3.321 -3.268 0.39
C -11.101 -7.809 11.602 -0.59
H 2.412 -0.112 -2.181 -0.98
C -7.906 -4.184 7.567 0.34
H -4.800 1.793 -1.629 0.31
C -6.908 -3.087 8.008 -1.20
O 1.821 -0.990 -4.825 -0.45
C 16.270 5.186 -5.452 -0.56

***

no.,gap between HOMO and LUMO (eV)
1,6.49
2,9.66